The following is a DFT calculation (ωB97M-V/def2-TZVPD) of a molecular structure, C38H31F3N12O7STi in a non-equilibrium geometry.

Geometry (Å):
Ti (-2.47150, 1.28002, 0.70884)
C (-5.50815, 1.32732, -1.45109)
C (-4.68996, 2.58557, -1.37405)
C (-5.02994, 3.60761, -2.25026)
C (-4.36346, 4.81726, -2.18538)
C (-3.41132, 4.98896, -1.20973)
C (-3.10828, 3.94087, -0.34409)
N (-3.72318, 2.73032, -0.45213)
C (-2.20114, 4.09277, 0.79048)
C (-1.69281, 5.29155, 1.23461)
C (-0.95986, 5.31885, 2.43294)
C (-0.83128, 4.17384, 3.18877)
C (-1.37138, 2.97553, 2.71216)
N (-1.95361, 2.94361, 1.47549)
C (-1.41875, 1.72863, 3.41805)
C (-0.87052, 1.55495, 4.70020)
C (-0.94610, 0.34133, 5.32284)
C (-1.58467, -0.70829, 4.65398)
C (-2.12619, -0.50048, 3.39824)
C (-2.78723, -1.67739, 2.73122)
N (-2.05316, 0.69176, 2.76266)
H (-6.46052, 1.48950, -0.94192)
H (-5.02358, 0.48088, -0.98954)
H (-5.71753, 1.08740, -2.49271)
H (-5.81005, 3.43705, -2.97876)
H (-4.59513, 5.61445, -2.87817)
H (-2.87405, 5.92091, -1.12779)
H (-1.87425, 6.20477, 0.68901)
H (-0.53663, 6.24890, 2.78485)
H (-0.31833, 4.20504, 4.13842)
H (-0.37551, 2.38808, 5.17599)
H (-0.52360, 0.18928, 6.30689)
H (-1.66089, -1.68647, 5.10781)
H (-3.85838, -1.67943, 2.94065)
H (-2.37202, -2.59895, 3.13797)
H (-2.65162, -1.65408, 1.65431)
C (2.07449, -1.55582, 3.29836)
N (1.29398, -0.64830, 2.47781)
C (0.25931, -0.81675, 1.63845)
N (-0.07622, 0.35139, 1.10544)
C (0.83334, 1.20920, 1.64247)
N (1.66535, 0.64079, 2.47013)
C (3.51179, -1.52487, 2.82137)
C (4.54849, -1.21561, 3.68777)
C (5.84493, -1.10167, 3.21109)
C (6.12470, -1.27969, 1.87241)
C (5.09411, -1.59468, 0.98788)
C (3.79198, -1.72873, 1.47490)
C (5.33423, -1.72968, -0.44094)
N (6.37652, -1.40262, -1.13350)
N (6.08291, -1.63058, -2.44182)
C (4.89200, -2.13387, -2.49014)
O (4.34863, -2.22079, -1.24448)
C (4.09582, -2.55983, -3.63207)
C (4.39050, -2.15157, -4.92958)
C (3.55696, -2.52554, -5.96705)
C (2.44301, -3.31905, -5.73409)
C (2.16325, -3.77525, -4.45158)
C (1.02140, -4.73479, -4.19931)
N (-0.11109, -4.23833, -3.44756)
C (-0.23049, -3.83670, -2.17360)
N (-1.49477, -3.63127, -1.87771)
C (-2.12919, -3.91309, -3.04434)
N (-1.32874, -4.28886, -4.00961)
C (2.99053, -3.38584, -3.40811)
H (1.64895, -2.55933, 3.25363)
H (2.01153, -1.18793, 4.32299)
H (-0.22857, -1.75889, 1.45235)
H (0.89547, 2.24886, 1.38173)
H (4.34276, -1.02576, 4.73356)
H (6.64233, -0.85109, 3.89753)
H (7.13096, -1.18381, 1.48911)
H (2.98797, -1.94398, 0.78403)
H (5.25835, -1.53128, -5.10469)
H (3.77646, -2.20050, -6.97500)
H (1.79965, -3.60852, -6.55503)
H (1.41438, -5.60225, -3.66294)
H (0.60189, -5.05730, -5.14900)
H (0.60045, -3.70740, -1.50237)
H (-3.19379, -3.87166, -3.17431)
H (2.81197, -3.76064, -2.40926)
O (-5.60999, -0.08480, 1.80514)
N (-4.60600, 0.49173, 1.45807)
O (-4.26629, 1.62721, 1.86597)
O (-3.78721, -0.04286, 0.62760)
F (1.19186, 0.55349, -1.49236)
C (0.60980, 1.41300, -2.34262)
F (-0.04422, 0.68305, -3.25791)
F (1.57511, 2.09114, -2.95525)
S (-0.61555, 2.51088, -1.46020)
O (0.15153, 3.17802, -0.45173)
O (-1.18990, 3.31801, -2.49070)
O (-1.52298, 1.45305, -0.94168)

Properties
electronic energy	-4197.6718	Ha
relative energy (zero: lowest compared OMol25 entry of this formula, charge and spin)	2.337	eV
net charge	0
E_HOMO (alpha / beta)	-5.4 / -5.5	eV
strongest force on any atom	0.0633	hartree/bohr